2 unconnected molecules or ions with the total composition C2H8N2 at a distorted geometry. Source: the OMol25 dataset; level of theory: wB97M-V/def2-TZVPD.

Structure (XYZ):
```
12
Properties=species:S:1:pos:R:3
H 1.542 1.337 -2.663
C 0.326 0.182 1.954
H 0.211 0.615 2.940
C -0.566 -1.178 0.235
N 0.570 1.302 -2.915
H -1.622 -1.085 -0.004
H 0.154 -0.725 -0.446
N -0.561 -0.636 1.596
H 1.167 0.428 1.299
H 0.217 2.242 -2.947
H -0.390 -2.253 0.313
H -0.010 0.796 -2.292
```

Output
HOMO-LUMO gap   10.669 eV
Electronic energy   -5182.8524 eV
Highest occupied orbital energy   -9.72 eV
Structure (SMILES)   C=NC.N
Molecular weight   60.100 g mol⁻¹

A molecular structure, C6H5MnN2O6 at a distorted geometry. Source: the OMol25 dataset; level of theory: wB97M-V/def2-TZVPD.

Structure (XYZ):
```
20
Properties=species:S:1:pos:R:3
H -1.098 -3.009 4.016
H -2.006 -0.991 4.040
O -0.240 -3.230 -1.098
O 0.337 -1.436 1.943
C 0.074 1.762 -2.578
O 2.965 -0.261 -0.067
O -0.066 2.796 -3.044
O -0.040 2.104 1.218
H -1.792 -0.079 2.565
C -1.814 -0.198 -0.363
C -0.456 -1.583 2.924
H 0.229 0.698 -2.140
H 0.471 -3.191 3.587
N -1.600 -0.901 3.113
O -2.976 -0.074 -0.329
C -0.003 1.172 0.520
C 1.824 -0.387 -0.248
C -0.133 -2.330 -0.342
N -0.238 -2.539 3.894
Mn -0.002 -0.462 -0.400
```

Output
HOMO-LUMO gap (alpha / beta)   5.688 / 5.052 eV
Electronic energy   -52849.7598 eV
Multiplicity   4
Highest occupied orbital energy (alpha / beta)   -20.88 / -20.84 eV
Total charge   +3
⟨S²⟩   3.80
Molecular weight   256.052 g mol⁻¹

C6H11N in the gas phase at a distorted geometry. Source: the OMol25 dataset; level of theory: wB97M-V/def2-TZVPD.

Structure (XYZ):
```
18
Properties=species:S:1:pos:R:3
H -0.238 -0.393 1.811
N 1.936 -1.103 -0.597
H 1.768 2.014 0.301
C -0.432 -0.331 0.747
C -0.172 0.938 0.115
H -0.786 2.846 -0.646
H -2.134 1.822 -0.092
H 2.165 -2.056 -0.334
C -1.348 -1.365 0.177
H -0.760 -2.159 -0.317
H -2.005 -0.963 -0.600
H -1.325 1.486 -1.619
H 1.235 -1.124 -1.328
H 2.363 -0.437 1.313
C 1.679 -0.240 0.484
H -1.971 -1.853 0.930
C -1.162 1.821 -0.589
C 1.185 1.098 0.244
```

Output
HOMO-LUMO gap   8.341 eV
Electronic energy   -7887.5899 eV
Highest occupied orbital energy   -7.24 eV
Structure (SMILES)   C/C=C(C)/C=C\N
Molecular weight   97.161 g mol⁻¹

2 unconnected molecules or ions with the total composition C3H4NO3 at a distorted geometry. Source: the OMol25 dataset; level of theory: wB97M-V/def2-TZVPD.

Structure (XYZ):
```
11
Properties=species:S:1:pos:R:3
O -2.420 0.625 -0.061
C -1.774 1.473 -0.613
H 0.726 0.456 2.076
C 0.021 0.485 -1.083
O -1.762 2.586 -1.120
H 0.235 -1.075 1.225
H 0.385 0.825 -2.136
H -1.410 -0.836 -0.778
O -0.620 -0.785 -1.379
N 0.625 0.731 0.071
C 0.562 -0.085 1.096
```

Output
HOMO-LUMO gap   6.761 eV
Electronic energy   -10807.8405 eV
Highest occupied orbital energy   -2.59 eV
Total charge   -1
Molecular weight   102.069 g mol⁻¹